{"formula": "C40H72F4N4O32S6", "method": "wB97M-V/def2-TZVPD", "largest_force_ev_per_a": 2.32, "e_tot_ev": -189997.3779, "e_homo_ev": -10.052, "total_charge": 0, "gap_ev": 9.88, "elements": ["C", "N", "O", "O", "H", "H", "H", "C", "N", "O", "O", "H", "H", "H", "C", "N", "O", "O", "H", "H", "H", "C", "N", "O", "O", "H", "H", "H", "C", "C", "C", "S", "O", "O", "C", "H", "H", "H", "H", "H", "H", "H", "H", "C", "C", "C", "S", "O", "O", "C", "H", "H", "H", "H", "H", "H", "H", "H", "C", "C", "C", "S", "O", "O", "C", "H", "H", "H", "H", "H", "H", "H", "H", "C", "C", "C", "S", "O", "O", "C", "H", "H", "H", "H", "H", "H", "H", "H", "C", "C", "C", "S", "O", "O", "C", "H", "H", "H", "H", "H", "H", "H", "H", "C", "C", "C", "S", "O", "O", "C", "H", "H", "H", "H", "H", "H", "H", "H", "C", "C", "O", "C", "O", "O", "F", "H", "H", "H", "C", "C", "O", "C", "O", "O", "F", "H", "H", "H", "C", "C", "O", "C", "O", "O", "F", "H", "H", "H", "C", "C", "O", "C", "O", "O", "F", "H", "H", "H"], "xyz": [[3.17, 5.44, 1.42], [2.42, 4.15, 1.51], [2.82, 3.31, 2.29], [1.48, 3.99, 0.76], [4.10, 5.35, 1.96], [2.49, 6.16, 1.87], [3.24, 5.68, 0.36], [-2.80, -3.94, 3.89], [-2.52, -4.27, 2.45], [-2.74, -5.37, 2.03], [-2.03, -3.36, 1.80], [-2.62, -4.84, 4.46], [-3.84, -3.64, 3.88], [-2.17, -3.12, 4.21], [1.50, -4.04, 2.23], [1.12, -4.69, 3.49], [0.32, -4.05, 4.18], [1.51, -5.80, 3.78], [1.39, -4.72, 1.39], [2.51, -3.66, 2.35], [0.85, -3.23, 1.91], [0.14, -0.56, 4.13], [1.59, -0.82, 4.02], [2.03, -1.24, 2.95], [2.30, -0.59, 4.97], [-0.30, -1.28, 4.82], [-0.22, -0.51, 3.11], [-0.06, 0.41, 4.57], [-0.65, 5.71, 5.39], [-0.28, 5.03, 4.07], [-0.51, 3.51, 4.21], [-0.10, 3.12, 5.97], [1.23, 2.59, 6.14], [-1.16, 2.36, 6.59], [-0.18, 4.84, 6.57], [-1.74, 5.78, 5.35], [-0.29, 6.74, 5.41], [0.80, 5.13, 3.90], [-0.80, 5.47, 3.22], [-0.16, 2.83, 3.45], [-1.59, 3.36, 4.32], [0.87, 5.10, 6.70], [-0.70, 4.85, 7.52], [-3.42, 4.42, -2.71], [-2.26, 5.18, -2.04], [-0.96, 4.84, -2.79], [-1.27, 3.31, -3.77], [-0.37, 2.21, -3.46], [-1.43, 3.67, -5.17], [-2.94, 3.04, -3.02], [-3.74, 4.92, -3.63], [-4.35, 4.46, -2.14], [-2.14, 4.93, -0.99], [-2.48, 6.25, -1.98], [-0.22, 4.57, -2.04], [-0.46, 5.45, -3.53], [-2.69, 2.44, -2.14], [-3.47, 2.48, -3.79], [4.03, 3.00, -1.93], [4.96, 3.28, -3.12], [4.68, 4.69, -3.62], [2.88, 4.92, -3.42], [2.20, 4.81, -4.69], [2.64, 6.04, -2.53], [2.62, 3.40, -2.39], [4.35, 3.57, -1.05], [3.99, 1.95, -1.64], [4.77, 2.58, -3.94], [5.99, 3.13, -2.81], [4.85, 4.98, -4.65], [5.17, 5.40, -2.96], [2.33, 2.66, -3.15], [1.78, 3.50, -1.70], [0.99, -0.72, -0.54], [-0.47, -1.16, -0.32], [-1.35, 0.04, -0.60], [-0.51, 1.41, 0.27], [-0.82, 1.31, 1.69], [-0.72, 2.64, -0.45], [1.16, 0.75, -0.13], [1.23, -0.92, -1.58], [1.61, -1.43, 0.02], [-0.65, -1.30, 0.76], [-0.86, -2.04, -0.82], [-2.39, -0.07, -0.30], [-1.31, 0.35, -1.65], [1.81, 0.92, 0.73], [1.45, 1.36, -0.97], [-4.46, -1.09, 2.41], [-3.15, -0.59, 3.11], [-3.43, 0.85, 3.56], [-5.13, 0.89, 4.12], [-5.70, 2.10, 3.55], [-5.22, 0.70, 5.55], [-5.61, -0.64, 3.29], [-4.44, -2.16, 2.22], [-4.47, -0.55, 1.45], [-2.35, -0.62, 2.37], [-2.93, -1.26, 3.94], [-3.42, 1.41, 2.63], [-2.78, 1.31, 4.31], [-6.58, -0.59, 2.80], [-5.76, -1.38, 4.07], [5.64, -4.43, -2.32], [4.71, -4.24, -3.49], [3.48, -3.53, -2.92], [3.10, -4.47, -1.40], [2.26, -5.64, -1.60], [2.79, -3.55, -0.34], [4.79, -5.17, -1.25], [5.99, -3.48, -1.89], [6.50, -5.08, -2.47], [4.41, -5.20, -3.93], [5.15, -3.68, -4.32], [2.61, -3.35, -3.55], [3.74, -2.51, -2.60], [4.74, -6.20, -1.61], [5.11, -5.12, -0.21], [5.02, -0.23, 2.10], [4.73, -1.29, 1.02], [5.95, -1.98, 0.95], [6.95, -1.17, 1.43], [8.11, -1.42, 1.28], [6.44, -0.10, 2.02], [4.37, -0.72, -0.16], [4.82, -0.57, 3.12], [4.48, 0.69, 1.93], [3.93, -1.92, 1.40], [-0.58, -5.40, -2.66], [-1.61, -5.75, -3.73], [-2.39, -4.57, -3.68], [-2.39, -4.11, -2.41], [-3.17, -3.32, -2.00], [-1.35, -4.63, -1.73], [-2.38, -6.80, -3.30], [0.23, -4.84, -3.14], [-0.12, -6.22, -2.13], [-1.23, -5.93, -4.72], [-2.09, -0.48, -4.11], [-2.01, -0.84, -5.58], [-1.16, -1.97, -5.55], [-0.44, -1.95, -4.41], [0.38, -2.74, -4.08], [-0.83, -0.94, -3.63], [-1.38, 0.13, -6.31], [-2.92, -0.95, -3.59], [-2.27, 0.58, -3.96], [-2.99, -0.98, -6.04], [-5.88, -2.38, -3.20], [-6.40, -2.71, -1.80], [-5.63, -1.85, -0.99], [-5.13, -0.85, -1.71], [-4.60, 0.12, -1.29], [-5.39, -1.04, -3.03], [-6.19, -3.99, -1.44], [-6.57, -2.54, -4.03], [-5.03, -2.98, -3.51], [-7.46, -2.46, -1.68]], "lowdin_charge": [0.07, -0.43, 0.06, 0.05, 0.10, 0.10, 0.09, 0.05, -0.43, 0.10, 0.04, 0.10, 0.10, 0.06, 0.01, -0.41, 0.03, 0.10, 0.09, 0.09, 0.08, 0.06, -0.39, 0.02, 0.10, 0.11, 0.06, 0.08, -0.21, -0.22, -0.20, 0.67, -0.33, -0.34, -0.20, 0.12, 0.11, 0.10, 0.12, 0.08, 0.09, 0.10, 0.10, -0.22, -0.19, -0.20, 0.69, -0.34, -0.32, -0.22, 0.12, 0.12, 0.10, 0.11, 0.07, 0.10, 0.08, 0.10, -0.21, -0.21, -0.21, 0.68, -0.31, -0.34, -0.22, 0.11, 0.11, 0.12, 0.12, 0.10, 0.10, 0.10, 0.06, -0.18, -0.20, -0.20, 0.72, -0.34, -0.33, -0.17, 0.11, 0.08, 0.09, 0.11, 0.09, 0.08, 0.09, 0.08, -0.20, -0.22, -0.21, 0.69, -0.34, -0.32, -0.22, 0.10, 0.10, 0.07, 0.09, 0.10, 0.09, 0.11, 0.10, -0.21, -0.22, -0.20, 0.71, -0.33, -0.33, -0.19, 0.11, 0.12, 0.12, 0.12, 0.08, 0.10, 0.10, 0.10, -0.04, -0.32, 0.12, -0.55, 0.18, 0.09, 0.06, 0.14, 0.13, 0.13, -0.06, -0.27, 0.12, -0.55, 0.17, 0.10, 0.07, 0.11, 0.13, 0.17, -0.05, -0.27, 0.16, -0.54, 0.15, 0.08, 0.08, 0.12, 0.11, 0.17, -0.05, -0.30, 0.14, -0.57, 0.16, 0.06, 0.09, 0.14, 0.12, 0.17]}